No. 1
Formula: C40H42BHfN10P2S
Source: OMol25
Level of theory: ωB97M-V/def2-TZVPD

Computed properties:
- 2S+1: 2
- HOMO energy (spin up / spin down): -18.47 / -18.47 eV
- <S²>: 0.756
- Orbital gap (spin up / spin down): 6.63 / 4.74 eV
- Largest force on an atom: 0.030 Eh/bohr
- Charge: +4

Last column: Mulliken spin population.
Atoms and positions in Å:
Hf 0.452 0.274 0.050  0.009
C 0.544 -2.375 3.509  0.006
C 0.106 -1.190 2.973  -0.011
N 0.671 -1.000 1.757  0.031
N 1.471 -2.091 1.502  -0.011
C 1.410 -2.911 2.550  -0.001
B 2.451 -2.168 0.263  -0.022
N 3.318 -0.886 0.320  0.000
C 4.641 -0.684 0.405  0.000
C 4.924 0.630 0.078  0.000
C 3.695 1.201 -0.189  0.000
N 2.711 0.301 -0.026  0.000
N 1.708 -2.079 -1.150  0.023
C 2.067 -2.810 -2.208  -0.004
C 1.557 -2.232 -3.367  0.004
C 0.886 -1.109 -2.940  -0.003
N 0.962 -1.015 -1.595  0.013
N 3.137 -3.489 0.275  0.001
C 4.403 -3.910 -0.042  0.000
C 4.402 -5.269 -0.069  0.001
C 3.070 -5.628 0.227  -0.001
N 2.299 -4.569 0.406  0.000
H 0.301 -2.794 4.473  0.002
H -0.560 -0.459 3.408  -0.003
H 1.962 -3.836 2.570  0.000
H 5.314 -1.462 0.723  0.000
H 5.895 1.096 0.025  0.000
H 3.478 2.216 -0.479  0.000
H 2.667 -3.702 -2.101  0.000
H 1.685 -2.577 -4.380  0.000
H 0.362 -0.374 -3.526  0.000
H 5.216 -3.237 -0.251  0.000
H 5.221 -5.923 -0.318  0.000
H 2.658 -6.624 0.308  0.000
C -2.560 3.173 0.526  0.000
C -2.661 2.241 -0.682  0.002
P -2.309 0.488 -0.259  0.001
C -2.588 -0.388 -1.836  0.031
C -2.154 0.156 -3.041  -0.025
C -2.395 -0.510 -4.239  0.062
C -3.035 -1.745 -4.241  -0.016
C -3.450 -2.311 -3.045  0.037
C -3.238 -1.637 -1.841  0.038
C -3.692 0.012 0.795  -0.007
C -3.502 -0.336 2.131  0.000
C -4.593 -0.658 2.925  0.001
C -5.870 -0.638 2.383  0.000
C -6.062 -0.282 1.050  0.001
C -4.979 0.047 0.252  0.009
C -1.233 3.062 1.287  0.000
P 0.236 2.992 0.170  0.000
C 0.220 4.528 -0.757  0.000
C 0.240 5.723 -0.034  0.000
C 0.248 6.924 -0.723  0.000
C 0.230 6.935 -2.116  0.000
C 0.191 5.746 -2.829  0.000
C 0.189 4.536 -2.152  0.000
C 1.605 3.079 1.358  0.000
C 2.643 4.003 1.272  0.000
C 3.697 3.938 2.177  0.000
C 3.741 2.937 3.143  0.000
C 2.722 1.997 3.219  0.000
C 1.664 2.071 2.327  0.000
H -3.374 2.970 1.224  0.000
H -2.696 4.194 0.169  0.000
H -1.973 2.569 -1.466  0.000
H -3.666 2.273 -1.103  -0.001
H -1.665 1.124 -3.065  0.005
H -2.094 -0.062 -5.179  -0.001
H -3.227 -2.250 -5.179  0.001
H -3.980 -3.256 -3.046  0.000
H -3.629 -2.050 -0.918  0.005
H -2.503 -0.356 2.553  0.001
H -4.450 -0.925 3.964  0.000
H -6.720 -0.903 2.998  0.000
H -7.060 -0.264 0.631  0.000
H -5.143 0.323 -0.784  -0.001
H -1.242 2.162 1.916  0.000
H -1.103 3.914 1.954  0.000
H 0.255 5.727 1.050  0.000
H 0.272 7.854 -0.171  0.000
H 0.251 7.879 -2.646  0.000
H 0.170 5.761 -3.911  0.000
H 0.172 3.607 -2.713  0.000
H 2.631 4.777 0.516  0.000
H 4.486 4.678 2.129  0.000
H 4.565 2.896 3.844  0.000
H 2.746 1.231 3.985  0.000
H 0.820 1.393 2.459  0.000
N -1.153 -5.332 -1.094  0.031
C -1.261 -4.693 0.053  0.009
N -1.348 -5.338 1.195  0.035
S -1.310 -2.943 0.049  0.754
H -1.217 -6.342 -1.148  -0.001
H -1.082 -4.823 -1.960  0.001
H -1.362 -6.350 1.235  -0.001
H -1.502 -4.845 2.061  0.002

Atomic forces in eV per Å
1.5 0.2 -0.3
0.0 -0.1 0.0
0.1 0.0 0.2
-0.2 0.1 -0.6
-0.2 -0.1 0.0
-0.2 0.0 0.2
0.3 -0.1 -0.1
0.0 0.0 -0.1
0.0 0.1 0.1
0.1 0.0 0.0
0.0 0.0 0.0
-0.2 -0.1 0.1
0.0 0.1 0.1
-0.1 -0.1 -0.1
0.0 0.0 0.0
-0.1 -0.1 -0.1
-0.4 0.2 0.5
0.1 0.1 0.2
0.0 0.2 0.0
-0.1 -0.2 -0.1
-0.1 0.0 -0.1
0.2 -0.2 0.0
0.0 0.0 0.0
0.1 0.0 -0.1
0.1 0.1 0.0
0.0 0.0 0.0
0.0 0.0 0.0
0.0 0.0 0.0
0.0 0.1 0.1
0.0 0.0 0.0
0.0 0.0 0.1
-0.1 0.0 0.0
0.0 0.0 0.1
0.0 0.1 0.0
0.1 0.0 0.0
0.1 0.1 0.1
-0.6 0.1 -0.5
0.1 -0.2 0.1
-0.2 0.1 0.0
0.1 0.0 0.0
0.0 0.0 0.0
0.0 0.0 0.1
0.2 -0.1 0.0
0.3 -0.1 0.2
0.0 0.0 -0.1
0.1 0.0 0.1
0.0 0.0 -0.1
0.0 0.0 0.0
0.0 0.0 0.1
-0.2 -0.2 -0.3
-0.1 0.5 0.9
0.0 -0.4 -0.4
-0.1 0.0 0.0
0.0 0.0 0.0
0.0 0.0 0.1
0.0 0.0 -0.1
0.0 0.0 0.0
0.0 -0.1 -0.1
0.1 0.0 0.0
0.0 0.0 0.0
0.0 0.0 0.0
0.0 -0.2 0.0
-0.2 0.2 0.0
0.0 0.0 0.0
0.0 0.0 0.0
0.0 0.0 -0.1
0.0 0.0 0.0
-0.1 0.0 -0.1
0.0 0.0 0.0
0.0 0.0 0.0
0.0 0.0 0.0
-0.2 0.1 -0.1
-0.1 0.0 0.0
0.0 0.0 0.0
0.0 0.0 0.0
0.0 0.0 0.0
0.0 0.0 0.0
0.0 0.1 0.1
0.1 0.0 0.1
0.0 0.0 0.0
0.0 0.0 0.0
0.0 0.0 0.0
0.0 0.0 0.0
0.0 0.0 0.0
0.0 0.0 0.0
0.0 0.0 0.0
0.0 0.0 0.0
0.0 0.0 0.0
-0.1 0.0 0.1
-0.1 0.0 0.1
0.0 -0.1 -0.2
-0.1 0.0 0.1
-0.1 -0.2 0.1
0.0 0.0 0.0
0.1 0.0 0.0
0.1 0.0 0.0
-0.1 0.0 0.0

***

No. 2
Formula: C40H42BrN6O4SSeW
Source: OMol25
Level of theory: ωB97M-V/def2-TZVPD

Computed properties:
- HOMO energy: -10.19 eV
- Orbital gap: 5.62 eV
- Largest force on an atom: 0.010 Eh/bohr
- Charge: +1
- ΔE to the lowest compared entry with this formula, charge and spin: 20.7 kcal per mole

Last column: Mulliken charge in e.
Atoms and positions in Å:
W -0.005 -1.104 0.280  -1.738
O 3.906 -0.174 0.420  -0.537
C 3.093 -1.057 0.452  -0.576
N 1.847 -0.926 1.135  1.723
C 1.964 -0.451 2.484  -0.330
C 3.161 -0.231 3.156  -0.430
C 3.139 0.193 4.477  -0.989
C 1.934 0.409 5.123  -1.075
C 0.735 0.175 4.465  -0.259
C 0.750 -0.270 3.144  -0.086
N -0.366 -0.588 2.354  1.057
C -1.579 -0.766 2.926  0.150
O -1.880 -0.706 4.106  -0.730
C -2.637 -1.117 1.925  0.623
C -3.956 -1.244 2.315  -0.878
C -4.893 -1.630 1.373  -0.555
C -4.461 -1.904 0.082  -1.178
C -3.123 -1.766 -0.222  -0.248
N -2.227 -1.352 0.679  0.085
C 3.388 -2.375 -0.230  0.225
C 4.570 -2.486 -0.948  -0.980
C 4.854 -3.692 -1.565  -0.582
C 3.948 -4.735 -1.439  -0.979
C 2.795 -4.522 -0.699  -0.222
N 2.510 -3.367 -0.103  0.574
H 4.113 -0.361 2.668  0.587
H 4.075 0.368 4.991  0.429
H 1.917 0.759 6.147  0.435
H -0.203 0.328 4.970  0.568
H -4.201 -1.042 3.348  0.580
H -5.937 -1.727 1.638  0.474
H -5.149 -2.223 -0.689  0.506
H -2.748 -1.985 -1.208  0.407
H 5.237 -1.637 -1.010  0.575
H 5.766 -3.818 -2.133  0.480
H 4.126 -5.694 -1.905  0.470
H 2.060 -5.313 -0.579  0.483
C -0.937 5.220 -4.476  -1.592
C -1.879 5.234 -3.263  1.955
C -1.688 6.552 -2.509  -2.088
C -3.334 5.161 -3.745  -1.660
C -1.559 4.024 -2.387  -0.527
C -1.799 2.746 -2.863  0.212
C -1.481 1.639 -2.100  -0.295
Br -1.873 -0.032 -2.921  -0.088
C -0.916 1.752 -0.826  0.092
O -0.582 0.673 -0.069  1.778
C -0.663 3.046 -0.320  -1.281
C -0.991 4.133 -1.123  -0.661
C -0.050 3.273 1.069  2.646
C 1.336 2.615 1.149  -1.515
C -1.005 2.723 2.139  -1.623
C 0.157 4.759 1.379  -2.561
H -1.138 6.081 -5.117  0.448
H -1.072 4.315 -5.071  0.341
H 0.106 5.265 -4.158  0.346
H -1.976 7.382 -3.155  0.443
H -0.647 6.709 -2.221  0.374
H -2.308 6.596 -1.611  0.424
H -3.571 6.045 -4.340  0.467
H -4.024 5.124 -2.899  0.376
H -3.516 4.288 -4.372  0.303
H -2.227 2.588 -3.843  0.468
H -0.794 5.119 -0.737  0.636
H 1.312 1.547 0.961  0.191
H 1.760 2.762 2.145  0.429
H 2.013 3.070 0.422  0.469
H -1.256 1.683 1.959  0.187
H -1.930 3.304 2.148  0.493
H -0.546 2.798 3.128  0.419
H 0.847 5.232 0.677  0.479
H 0.591 4.846 2.377  0.459
H -0.783 5.313 1.380  0.469
Se 1.405 -0.321 -1.709  0.178
N -0.294 -2.358 -1.004  1.664
C -0.060 -3.087 -2.073  0.895
C -0.778 -4.284 -2.332  -0.934
C -0.461 -5.056 -3.409  -0.697
C 0.575 -4.684 -4.311  -0.678
C 1.260 -3.529 -4.122  -0.467
C 0.957 -2.682 -3.010  0.534
N 1.583 -1.516 -2.952  -0.627
H -1.552 -4.572 -1.632  0.479
H -1.005 -5.976 -3.584  0.459
H 0.801 -5.322 -5.155  0.453
H 2.037 -3.199 -4.799  0.538
C -0.612 -4.485 3.449  -1.085
S 0.554 -4.138 2.138  0.333
C 1.852 -3.482 3.175  -0.485
O -0.169 -3.032 1.386  -0.501
H -0.813 -3.562 3.994  0.274
H -0.200 -5.251 4.105  0.463
H -1.521 -4.853 2.976  0.375
H 2.163 -4.334 3.783  0.607
H 1.495 -2.667 3.802  0.053
H 2.678 -3.167 2.546  0.096

Atomic forces in eV per Å
0.0 0.3 0.2
0.1 0.1 0.1
-0.2 -0.1 -0.1
0.0 -0.1 0.2
0.0 0.0 -0.1
0.0 0.0 0.0
0.0 0.0 0.0
0.0 0.0 0.0
0.0 0.0 0.1
0.0 0.0 0.0
0.0 0.1 -0.1
0.0 0.0 -0.1
0.0 0.0 0.1
0.0 0.0 0.1
0.0 0.0 0.0
0.1 0.0 0.0
-0.1 0.0 0.1
0.0 0.0 -0.1
0.0 0.0 0.0
-0.1 0.0 0.0
0.0 0.0 0.0
0.0 0.0 0.0
0.0 0.0 0.0
-0.1 0.0 0.0
0.1 0.0 0.1
0.0 0.0 0.0
0.0 0.0 0.0
0.0 0.0 0.0
0.0 0.0 0.0
0.0 0.0 0.0
0.0 0.0 0.0
0.0 0.0 0.0
0.0 0.0 0.0
0.0 0.0 0.0
0.0 0.0 0.0
0.0 0.0 0.0
0.0 0.0 0.0
0.0 0.0 0.0
0.0 0.0 0.0
0.0 0.0 0.0
0.0 0.0 0.0
0.0 0.0 0.0
0.0 0.0 0.0
0.0 0.0 0.0
0.0 0.0 0.0
0.2 0.2 -0.1
-0.4 -0.2 0.2
0.0 0.0 0.1
0.0 0.0 0.0
0.0 0.0 0.0
0.0 0.0 0.0
0.0 0.0 0.0
0.0 0.0 0.0
0.0 0.0 0.0
0.0 0.0 0.0
0.0 0.0 0.0
0.0 0.0 0.0
0.0 0.0 0.0
0.0 0.0 0.0
0.0 0.0 0.0
0.0 0.0 0.0
0.0 0.0 0.0
0.0 0.0 0.0
0.0 0.0 0.0
0.0 0.0 0.0
0.0 0.0 0.0
0.0 0.0 0.0
0.0 0.0 0.0
0.0 0.0 0.0
0.0 0.0 0.0
0.0 0.0 0.0
0.0 0.0 0.0
0.0 0.0 0.0
0.1 0.1 -0.2
0.1 -0.1 -0.2
0.0 0.0 0.0
-0.1 -0.1 0.0
0.0 0.0 0.0
0.0 0.0 0.0
0.0 0.0 -0.1
0.0 0.1 0.1
0.0 -0.1 0.0
0.0 0.0 0.0
0.0 0.0 0.0
0.0 0.0 0.0
0.0 0.0 0.0
0.0 0.0 0.0
0.0 0.0 0.0
0.0 -0.1 0.0
0.1 -0.1 0.3
0.0 0.0 0.0
0.0 0.0 0.0
0.0 0.0 0.0
0.0 0.1 0.0
0.0 0.0 0.0
0.0 0.0 0.0